(1)
Here is a molecular structure, C30H56AlN6O2 in a non-equilibrium geometry from the Open Molecules 2025 dataset. Energies are from the ωB97M-V functional and the def2-TZVPD basis.

Each line ends with the Löwdin charge.
Geometry (Å):
Al1 -21.6693 -12.5283 3.4626  0.7785
C1 -25.3335 -20.7100 3.2720  -0.0508
C2 -26.6422 -21.3957 3.1323  -0.4999
C3 -27.3164 -21.3290 1.7397  0.0004
O1 -26.6785 -22.7709 3.4683  0.0918
H1 -24.9821 -20.7736 4.3019  0.0958
H2 -25.3946 -19.6962 2.8766  0.0603
H3 -24.6290 -21.2059 2.6043  0.0990
H4 -27.3955 -20.9575 3.7869  0.1588
H5 -28.3234 -21.7426 1.7923  0.0998
H6 -26.6448 -21.7798 1.0090  0.0944
H7 -27.3202 -20.2950 1.3947  0.0878
C4 -25.2466 -14.7694 3.0504  -0.0205
C5 -24.2201 -15.6069 3.9781  -0.4706
C6 -24.2499 -17.1177 3.7568  -0.0613
O2 -22.8965 -15.1292 4.1415  -0.2287
H8 -25.7381 -13.9569 3.5855  0.0516
H9 -25.9222 -15.4427 2.5229  0.0690
H10 -24.6282 -14.1915 2.3635  0.0327
H11 -24.7472 -15.4966 4.9258  0.1214
H12 -24.8336 -17.5582 4.5651  0.0496
H13 -23.3516 -17.7320 3.6950  0.0622
H14 -24.7942 -17.3960 2.8544  0.0574
C7 -23.5977 -14.5992 10.1399  -0.0992
C8 -22.3473 -14.7200 9.1928  -0.2418
C9 -22.7371 -14.3758 7.8092  -0.2224
C10 -21.5427 -14.0947 7.0529  -0.2237
N1 -20.5679 -13.8706 6.4310  0.1494
H15 -23.2875 -14.9220 11.1337  0.0704
H16 -24.4050 -15.2526 9.8090  0.0582
H17 -24.0723 -13.6402 10.3475  0.0717
H18 -22.0917 -15.7764 9.2750  0.1174
H19 -21.5709 -14.1198 9.6672  0.1193
H20 -23.4480 -13.5544 7.7198  0.1243
H21 -23.2207 -15.2450 7.3636  0.1216
C11 -27.8737 -17.7844 4.0816  -0.0884
C12 -28.1399 -17.9369 5.6119  -0.2295
C13 -26.9096 -18.4778 6.3523  -0.1749
C14 -27.1918 -18.9517 7.7569  -0.2291
N2 -27.3277 -19.2606 8.8060  0.1497
H22 -27.2484 -18.5040 3.5531  0.0435
H23 -27.4142 -16.8069 3.9353  0.0343
H24 -28.8784 -17.7225 3.6634  0.0794
H25 -28.9493 -18.6656 5.6562  0.1093
H26 -28.5165 -17.0055 6.0348  0.0941
H27 -26.0627 -17.7939 6.4070  0.0954
H28 -26.6044 -19.3692 5.8043  0.0922
C15 -22.7105 -17.2480 -2.2123  -0.1039
C16 -21.8598 -17.3311 -0.9455  -0.2672
C17 -22.4479 -16.8924 0.3916  -0.1694
C18 -22.0655 -15.4951 0.6445  -0.1971
N3 -21.7625 -14.3780 0.8258  0.1418
H29 -22.2392 -17.4519 -3.1737  0.0780
H30 -23.2275 -16.2885 -2.2265  0.0780
H31 -23.3844 -18.1046 -2.2232  0.0685
H32 -20.9214 -16.8420 -1.2069  0.1116
H33 -21.6139 -18.3908 -0.8776  0.1059
H34 -22.0651 -17.3856 1.2851  0.1070
H35 -23.5080 -17.1422 0.3481  0.1190
C19 -27.0901 -9.4702 3.0286  -0.0835
C20 -27.6201 -10.8780 2.6111  -0.2394
C21 -26.8387 -11.4632 1.4304  -0.1890
C22 -25.4214 -11.5930 1.6066  -0.2154
N4 -24.2681 -11.6197 1.8224  0.1302
H36 -26.1247 -9.7038 3.4775  0.0706
H37 -27.7638 -9.1024 3.8025  0.0667
H38 -27.1825 -8.6593 2.3060  0.0792
H39 -28.6849 -10.9675 2.3963  0.1107
H40 -27.5248 -11.5147 3.4907  0.0745
H41 -26.9072 -10.7999 0.5682  0.1295
H42 -27.2656 -12.4111 1.1027  0.1239
C23 -26.7866 -14.4302 7.2169  -0.1008
C24 -28.1977 -13.8271 7.4764  -0.2080
C25 -28.8441 -12.9663 6.3064  -0.1580
C26 -28.7579 -13.6258 5.0034  -0.2087
N5 -28.6189 -14.2561 4.0019  0.1620
H43 -26.3529 -14.8661 8.1169  0.0663
H44 -26.0662 -13.7632 6.7434  0.0668
H45 -26.9684 -15.1975 6.4643  0.0372
H46 -28.1283 -13.3364 8.4472  0.1052
H47 -28.8821 -14.6595 7.6405  0.1010
H48 -28.4214 -11.9623 6.2694  0.1139
H49 -29.9048 -12.8814 6.5425  0.1171
C27 -20.6770 -18.7996 4.7126  -0.1073
C28 -19.5296 -18.0128 5.3776  -0.2051
C29 -18.6807 -17.2319 4.3482  -0.1913
C30 -19.1785 -15.9854 3.8835  -0.2047
N6 -19.6774 -14.9791 3.5370  0.1413
H50 -20.7459 -19.8357 5.0441  0.0678
H51 -20.7580 -18.9092 3.6312  0.0686
H52 -21.5940 -18.3710 5.1170  0.0511
H53 -18.9552 -18.5590 6.1257  0.1139
H54 -20.1460 -17.2920 5.9148  0.0919
H55 -18.3353 -17.8878 3.5490  0.1263
H56 -17.7424 -16.9421 4.8213  0.1234

Output
**Net charge**: +1
**Frontier orbital gap**: 1.8 eV
**DFT total energy**: -1897.480562 Eh

(2)
Here is 3 unconnected molecules or ions with the total composition C30H56BrFN3O10P in a non-equilibrium geometry from the Open Molecules 2025 dataset. Energies are from the ωB97M-V functional and the def2-TZVPD basis.

Each line ends with the Löwdin charge.
Geometry (Å):
C1 -0.4930 -2.6276 -2.4413  -0.0604
C2 1.0410 -2.2209 -2.1772  -0.3207
O1 1.3004 -2.4321 -0.7417  -0.1022
C3 1.2725 -0.6219 -2.4010  -0.1324
O2 0.8657 0.0263 -1.1704  -0.0895
C4 0.1872 1.2931 -1.4530  -0.3461
O3 1.0732 2.2217 -2.1074  -0.0199
O4 -0.5681 1.8047 -0.3580  0.0660
C5 0.1381 2.6698 0.5257  -0.2860
F1 -0.6506 2.6772 1.7631  0.0166
C6 0.1269 4.2378 0.0740  -0.0456
C7 -1.3711 4.7912 -0.1723  -0.6777
O5 -2.4108 4.1058 -0.1232  0.0047
Br1 -1.5655 6.7557 -0.5378  0.6192
C8 1.5994 2.1628 0.9911  -0.2127
O6 2.2108 3.1962 1.8599  -0.0520
C9 3.2501 3.8288 1.1031  -0.2023
N1 3.7857 4.5602 0.2906  0.1590
O7 1.5359 0.8660 1.5991  -0.0934
C10 1.5477 0.9097 3.0468  -0.4739
C11 0.8281 -0.4832 3.5272  -0.0890
P1 3.3293 0.8200 3.7905  0.9052
C12 4.1340 -0.8459 3.2987  -0.2893
O8 3.1145 0.7053 5.4941  -0.3700
H1 -1.0263 -1.8926 -3.1491  0.0824
H2 -1.0859 -2.6354 -1.4463  0.0984
H3 -0.5168 -3.6892 -2.8683  0.0772
H4 1.8113 -2.8585 -2.7393  0.1470
H5 1.2589 -3.3918 -0.5393  0.0985
H6 2.4253 -0.5040 -2.4945  0.1436
H7 0.7733 -0.2233 -3.3487  0.1246
H8 -0.5948 1.0026 -2.2628  0.1842
H9 2.0199 1.9773 -2.0055  0.1203
H10 0.5493 4.8920 0.9345  0.1399
H11 0.8220 4.4174 -0.8262  0.1336
H12 2.3410 2.0633 0.1061  0.1685
H13 0.9163 1.7413 3.5177  0.1332
H14 1.1383 -1.3549 2.8507  0.0837
H15 -0.3005 -0.3115 3.3103  0.0954
H16 0.9596 -0.6804 4.6440  0.0678
H17 4.0671 -1.5997 4.1768  0.0544
H18 3.4882 -1.3054 2.4564  0.0388
H19 5.2179 -0.7283 2.9621  0.0358
H20 2.1543 0.7737 5.7351  0.0475
C13 -2.1793 -2.8541 6.7170  -0.0480
C14 -1.8073 -4.2838 6.2415  -0.4743
C15 -2.8168 -4.6879 5.1413  -0.1373
C16 -2.4658 -5.9856 4.4247  -0.1857
C17 -1.0291 -5.9549 3.9162  -0.1385
C18 -0.0100 -5.6183 5.0240  -0.4849
N2 -0.3823 -4.3913 5.7909  -0.0403
O9 -0.1136 -3.3116 5.0022  -0.0353
C19 0.1280 -6.8276 5.9818  -0.0417
C20 1.3979 -5.5016 4.3825  -0.0439
C21 -2.0110 -5.1658 7.5022  -0.0400
H21 -1.4897 -2.4999 7.4877  0.0897
H22 -2.1852 -2.1263 5.9001  0.0745
H23 -3.1886 -2.8371 7.1416  0.0848
H24 -2.8834 -3.8920 4.3901  0.1234
H25 -3.8203 -4.7801 5.5737  0.1264
H26 -2.6205 -6.8448 5.0852  0.1026
H27 -3.1472 -6.1307 3.5796  0.1147
H28 -0.7888 -6.9236 3.4633  0.1239
H29 -0.9630 -5.2179 3.1055  0.1235
H30 0.7898 -6.5903 6.8196  0.0921
H31 0.5587 -7.6861 5.4587  0.0867
H32 -0.8202 -7.1784 6.3853  0.0568
H33 1.4370 -4.7626 3.5789  0.0723
H34 1.6963 -6.4553 3.9334  0.0845
H35 2.1527 -5.2431 5.1300  0.0886
H36 -2.3710 -6.1687 7.2641  0.0668
H37 -2.7560 -4.7387 8.1792  0.0803
H38 -1.0881 -5.2542 8.0812  0.0884
C22 -1.7169 4.3067 -8.8787  -0.0502
C23 -1.1690 4.4362 -7.4325  -0.4753
C24 -2.3749 4.3546 -6.4666  -0.1362
C25 -1.9863 4.2602 -4.9964  -0.1806
C26 -0.9802 3.1377 -4.7710  -0.1329
C27 0.2584 3.2507 -5.6853  -0.4696
N3 -0.1069 3.4253 -7.1233  -0.0450
O10 -0.5335 2.2174 -7.5928  -0.0249
C28 1.1436 4.4290 -5.2096  -0.0317
C29 1.1608 2.0055 -5.4575  -0.0415
C30 -0.5473 5.8577 -7.3903  -0.0402
H39 -0.9087 4.3401 -9.6140  0.0895
H40 -2.2847 3.3845 -9.0334  0.0758
H41 -2.4069 5.1261 -9.1066  0.0840
H42 -2.9875 3.4792 -6.7131  0.1232
H43 -3.0240 5.2271 -6.6080  0.1264
H44 -1.5823 5.2141 -4.6422  0.1031
H45 -2.8817 4.0720 -4.3943  0.1173
H46 -0.6749 3.1373 -3.7186  0.1037
H47 -1.4873 2.1783 -4.9383  0.1266
H48 1.9914 4.5794 -5.8841  0.0928
H49 1.5500 4.2279 -4.2140  0.0796
H50 0.6078 5.3723 -5.1201  0.0595
H51 0.6349 1.0632 -5.6298  0.0738
H52 1.5159 1.9691 -4.4206  0.0548
H53 2.0436 2.0333 -6.1022  0.0908
H54 -0.6541 6.3382 -6.4157  0.0671
H55 -1.0281 6.5314 -8.1049  0.0799
H56 0.5129 5.8380 -7.6558  0.0879

Output
**Frontier orbital gap (alpha / beta)**: 7.9 / 7.6 eV
**2S+1**: 3
**DFT total energy**: -5108.237209 Eh